[1]
# C3H4N3O2S

A gas-phase ion, C3H4N3O2S (charge -1) (ωB97M-V/def2-TZVPD, OMol25).

Last column: natural (NBO) charge in e.
CARTESIAN COORDINATES (ANGSTROEM)
C  0.25090  1.03205  1.30748  -0.13
C  0.66987  -0.95303  0.28563  0.69
C  -1.40242  0.08698  -1.49072  -0.34
N  1.43034  0.71768  1.57696  -0.44
N  -0.44336  0.08116  0.67530  -0.23
N  1.75317  -0.42281  0.83290  -0.37
O  0.40426  -1.87810  -0.45764  -0.61
O  -1.58369  0.19643  -0.07998  -0.41
S  3.42416  -0.82715  0.74007  0.11
H  -0.23440  1.71718  1.95514  0.18
H  -2.46097  0.00069  -1.95371  0.17
H  -0.84795  -0.79163  -1.60345  0.21
H  -0.95991  1.04055  -1.78798  0.16

Results
Highest occupied orbital energy (spin up / spin down), eV: 0.68 / -4.53
Kohn-Sham gap (spin up / spin down), eV: 2.64 / 5.97
Multiplicity: 3
F_max, Eh/bohr: 0.1316
E_tot, hartree: -829.45459
Energy relative to the best compared isomer or geometry (same formula, charge and spin), kcal per mole: 50.5
Expectation value of S²: 2.009
Net charge: -1

[2]
# C4H9FO6P2SYb

A molecular structure, C4H9FO6P2SYb (ωB97M-V/def2-TZVPD, OMol25).

Last column: natural (NBO) charge in e.
CARTESIAN COORDINATES (ANGSTROEM)
O  2.52708  1.15632  0.52429  -1.27
P  2.80901  -0.21516  -0.08986  2.09
O  3.60281  -0.03217  -1.41842  -0.96
O  3.77956  -1.04580  0.82347  -0.95
P  1.00076  -1.26728  -0.75636  0.26
C  -0.44373  -0.91912  0.40103  -0.54
C  -0.48766  0.47306  0.97922  -0.09
O  -1.77392  0.89023  1.32393  -0.69
S  -2.49857  1.53168  -0.02431  2.36
O  -1.69926  2.67665  -0.32303  -0.93
O  -3.86860  1.61784  0.25388  -0.81
C  -2.10734  0.23028  -1.18808  -0.74
C  -1.73043  -1.06094  -0.46983  0.21
F  -1.50936  -2.03417  -1.40826  -0.32
H  3.99739  0.84701  -1.53159  0.55
H  3.36255  -1.66468  1.43854  0.53
H  1.33194  -2.58555  -0.42944  0.07
H  -0.53970  -1.64585  1.20238  0.28
H  0.07507  0.48284  1.92238  0.08
H  -0.03347  1.19513  0.27400  0.18
H  -3.01766  0.09955  -1.76860  0.32
H  -1.31706  0.58944  -1.84218  0.27
H  -2.55730  -1.38066  0.15906  0.22
Yb  1.09789  2.06135  1.94779  1.86

Results
Highest occupied orbital energy, eV: -17.01
Kohn-Sham gap, eV: 8.17
F_max, Eh/bohr: 0.0654
E_tot, hartree: -2948.14528
Net charge: +2

[3]
# C4H13N3

C4H13N3 in the gas phase (ωB97M-V/def2-TZVPD, OMol25).

Last column: natural (NBO) charge in e.
CARTESIAN COORDINATES (ANGSTROEM)
N  -1.41728  2.20234  2.05526  -0.84
C  -1.23806  1.55874  0.76675  -0.22
C  0.24783  1.51421  0.36272  -0.42
C  0.83204  0.10636  0.36328  -0.21
N  0.32049  -0.66040  -0.77146  -0.64
C  0.77833  -2.03402  -0.76744  -0.04
N  0.58423  -2.59187  -2.09072  -0.87
H  -1.02275  1.71495  2.84686  0.36
H  -2.38916  2.40350  2.24252  0.36
H  -1.69544  0.57142  0.66334  0.15
H  -1.75560  2.19031  0.03912  0.19
H  0.36533  1.94169  -0.63498  0.21
H  0.78970  2.20462  1.00712  0.22
H  0.50588  -0.34447  1.31118  0.15
H  1.91530  0.12665  0.30868  0.20
H  -0.69462  -0.63606  -0.76290  0.35
H  1.79547  -2.09917  -0.38426  0.16
H  0.16509  -2.62277  -0.06118  0.14
H  1.22845  -3.29006  -2.41492  0.37
H  0.37288  -1.87726  -2.76689  0.38

Results
Highest occupied orbital energy, eV: -8.76
Kohn-Sham gap, eV: 9.87
F_max, Eh/bohr: 0.0203
SMILES: NCCCNCN
E_tot, hartree: -324.44251
Energy relative to the best compared isomer or geometry (same formula, charge and spin), kcal per mole: 20.3